[1]
Computed, not measured: 7 unconnected molecules or ions with the total composition C40H29BFN3O25, with wB97M-V/def2-TZVPD.

Values from the calculation:
2S+1 = 1
Structure (SMILES) = N#C[C@@H](F)[C@@H](C#N)B(N)O.O=C1C=C(O)C(=O)C=C1O.O=C1C=C(O)C(=O)C=C1O.O=C1C=C(O)C(=O)C=C1O.O=C1C=C(O)C(=O)C=C1O.O=C1C=C(O)C(=O)C=C1O.O=C1C=C(O)C(=O)C=C1O
Calculated total energy = -3711.59289 Ha

Each atom is followed by the atoms it is bonded to, with distances in Å.
CARTESIAN COORDINATES (ANGSTROEM)
1 N -2.40941 4.96423 -6.24071  C2 1.217
2 C -1.68395 5.39966 -5.36538  N1 1.217, C3 1.627
3 C -0.76349 5.71242 -4.06044  C2 1.627, F4 1.450, C5 1.617, H11 1.161
4 F -0.40403 7.11629 -4.10337  C3 1.450
5 C -1.63544 5.30921 -2.75969  C3 1.617, C6 1.619, B8 1.638, H12 1.153
6 C -1.16051 3.84194 -2.26825  C5 1.619, N7 1.215
7 N -0.59429 2.81999 -1.93398  C6 1.215
8 B -1.47358 6.34174 -1.49859  C5 1.638, N9 1.499, O10 1.445
9 N -0.19865 6.26934 -0.71323  B8 1.499, H13 1.033, H14 1.031
10 O -2.58791 7.22106 -1.22885  B8 1.445, H15 0.989
11 H 0.16256 5.01719 -4.14409  C3 1.161
12 H -2.74763 5.26428 -3.06151  C5 1.153
13 H -0.29976 5.66685 0.11957  N9 1.033
14 H 0.18375 7.19898 -0.48402  N9 1.031
15 H -2.28593 8.13298 -0.99446  O10 0.989
16 O 5.77140 0.84591 0.71662  C17 1.222
17 C 4.66015 1.35268 0.73944  O16 1.222, C18 1.466, C24 1.490
18 C 3.81193 1.44063 -0.45245  C17 1.466, C19 1.336, H26 1.082
19 C 2.60835 2.01737 -0.39104  C18 1.336, O20 1.362, C21 1.492
20 O 1.80968 2.10260 -1.49145  C19 1.362, H27 0.986
21 C 2.08811 2.59243 0.88315  C19 1.492, O22 1.220, C23 1.467
22 O 0.99283 3.12902 0.90171  C21 1.220
23 C 2.92842 2.48230 2.08094  C21 1.467, C24 1.335, H28 1.082
24 C 4.12898 1.90269 2.01866  C17 1.490, C23 1.335, O25 1.365
25 O 4.91964 1.79154 3.12556  C24 1.365, H29 0.978
26 H 4.20268 1.02151 -1.37010  C18 1.082
27 H 0.99075 2.56277 -1.19038  O20 0.986
28 H 2.53237 2.88745 3.00274  C23 1.082
29 H 5.73199 1.33952 2.82088  O25 0.978
30 O -1.16798 -4.39263 -4.46920  C31 1.221
31 C -1.29844 -3.33050 -3.88028  O30 1.221, C32 1.467, C38 1.491
32 C -0.42009 -2.18220 -4.12868  C31 1.467, C33 1.335, H40 1.082
33 C -0.58304 -1.04235 -3.45294  C32 1.335, O34 1.365, C35 1.490
34 O 0.22545 0.03406 -3.67590  C33 1.365, H41 0.980
35 C -1.65337 -0.89570 -2.42612  C33 1.490, O36 1.220, C37 1.467
36 O -1.76132 0.15424 -1.81503  C35 1.220
37 C -2.54729 -2.03592 -2.19447  C35 1.467, C38 1.335, H42 1.085
38 C -2.38593 -3.17413 -2.87288  C31 1.491, C37 1.335, O39 1.366
39 O -3.21180 -4.24311 -2.66971  C38 1.366, H43 0.978
40 H 0.35400 -2.30326 -4.87493  C32 1.082
41 H -0.09254 0.73078 -3.06495  O34 0.980
42 H -3.33300 -1.90929 -1.45704  C37 1.085
43 H -2.88892 -4.93963 -3.27534  O39 0.978
44 O 8.42180 0.35050 1.22343  C45 1.218
45 C 8.72055 -0.81223 1.43062  O44 1.218, C46 1.468, C52 1.493
46 C 9.92346 -1.19031 2.18222  C45 1.468, C47 1.334, H54 1.082
47 C 10.22960 -2.47450 2.37595  C46 1.334, O48 1.365, C49 1.490
48 O 11.34387 -2.83852 3.07525  C47 1.365, H55 0.978
49 C 9.37102 -3.56705 1.83829  C47 1.490, O50 1.221, C51 1.466
50 O 9.69204 -4.73076 2.01915  C49 1.221
51 C 8.15619 -3.19193 1.10788  C49 1.466, C52 1.336, H56 1.082
52 C 7.84509 -1.90680 0.91542  C45 1.493, C51 1.336, O53 1.366
53 O 6.71381 -1.55016 0.23834  C52 1.366, H57 0.985
54 H 10.53991 -0.38806 2.56540  C46 1.082
55 H 11.34282 -3.81660 3.07433  O48 0.978
56 H 7.53305 -3.99566 0.73861  C51 1.082
57 H 6.70219 -0.56562 0.22627  O53 0.985
58 O -5.55908 -1.00238 4.99702  C59 1.220
59 C -5.36070 -1.14672 3.80185  O58 1.220, C60 1.467, C66 1.491
60 C -6.27947 -0.62562 2.78332  C59 1.467, C61 1.335, H68 1.082
61 C -6.03611 -0.81821 1.48529  C60 1.335, O62 1.365, C63 1.490
62 O -6.88126 -0.33624 0.52796  C61 1.365, H69 0.978
63 C -4.83324 -1.56700 1.02413  C61 1.490, O64 1.221, C65 1.467
64 O -4.65118 -1.74048 -0.17084  C63 1.221
65 C -3.90199 -2.06741 2.04058  C63 1.467, C66 1.335, H70 1.082
66 C -4.14309 -1.87198 3.33880  C59 1.491, C65 1.335, O67 1.364
67 O -3.28413 -2.32974 4.29452  C66 1.364, H71 0.978
68 H -7.15001 -0.08572 3.13165  C60 1.082
69 H -6.48815 -0.60628 -0.32581  O62 0.978
70 H -3.02349 -2.59387 1.69129  C65 1.082
71 H -3.68059 -2.06491 5.14846  O67 0.978
72 O -7.73292 1.56753 4.74144  C73 1.220
73 C -7.69318 2.78588 4.70628  O72 1.220, C74 1.467, C80 1.490
74 C -8.67649 3.58435 3.96620  C73 1.467, C75 1.335, H82 1.082
75 C -8.58879 4.91598 3.93848  C74 1.335, O76 1.364, C77 1.491
76 O -9.49794 5.67059 3.25637  C75 1.364, H83 0.978
77 C -7.49522 5.63677 4.64993  C75 1.491, O78 1.220, C79 1.467
78 O -7.43476 6.85364 4.58820  C77 1.220
79 C -6.52600 4.83958 5.40969  C77 1.467, C80 1.335, H84 1.082
80 C -6.61579 3.50810 5.44020  C73 1.490, C79 1.335, O81 1.365
81 O -5.72280 2.75406 6.14461  C80 1.365, H85 0.979
82 H -9.46363 3.04865 3.45251  C74 1.082
83 H -9.21693 6.59810 3.38836  O76 0.978
84 H -5.74767 5.37605 5.93608  C79 1.082
85 H -6.00036 1.82532 6.00744  O81 0.979
86 O 0.82764 -8.06100 -3.16325  C87 1.220
87 C 1.83633 -7.41058 -3.38110  O86 1.220, C88 1.467, C94 1.491
88 C 1.79071 -6.03974 -3.90213  C87 1.467, C89 1.335, H96 1.082
89 C 2.91708 -5.36585 -4.14353  C88 1.335, O90 1.365, C91 1.490
90 O 2.88829 -4.08876 -4.62582  C89 1.365, H97 0.978
91 C 4.25429 -5.97595 -3.89838  C89 1.490, O92 1.220, C93 1.467
92 O 5.26388 -5.33768 -4.14755  C91 1.220
93 C 4.30021 -7.33801 -3.35475  C91 1.467, C94 1.335, H98 1.082
94 C 3.17377 -8.01084 -3.10999  C87 1.491, C93 1.335, O95 1.365
95 O 3.20183 -9.27720 -2.60209  C94 1.365, H99 0.978
96 H 0.81356 -5.60901 -4.07800  C88 1.082
97 H 3.82553 -3.82414 -4.71623  O90 0.978
98 H 5.27706 -7.76271 -3.16461  C93 1.082
99 H 2.26468 -9.54382 -2.51754  O95 0.978



[2]
Computed, not measured: C5H7NO in the gas phase, with wB97M-V/def2-TZVPD.

Values from the calculation:
2S+1 = 1
Energy above the lowest of the compared OMol25 structures with the same formula, charge and spin = 95.4 kJ/mol
Structure (SMILES) = C[C@H](C#N)CC=O
Calculated total energy = -324.68815 Ha

Each atom is followed by the atoms it is bonded to, with distances in Å.
CARTESIAN COORDINATES (ANGSTROEM)
1 C -0.77975 0.68019 1.21188  C2 1.536, H8 1.095, H9 1.093, H10 1.095
2 C 0.27795 -0.21735 0.55348  C1 1.536, C3 1.476, C5 1.548, H11 1.096
3 C 1.58971 0.04804 1.17672  C2 1.476, N4 1.158
4 N 2.60815 0.27876 1.67665  C3 1.158
5 C 0.42510 -0.09431 -0.98274  C2 1.548, C6 1.548, H12 1.095, H13 1.088
6 C -0.75884 -0.66644 -1.80012  C5 1.548, O7 1.209, H14 1.130
7 O -0.99798 -1.85100 -1.81608  C6 1.209
8 H -0.80673 0.49887 2.29096  C1 1.095
9 H -1.77169 0.45735 0.80964  C1 1.093
10 H -0.56464 1.74281 1.05558  C1 1.095
11 H 0.03800 -1.26968 0.74669  C2 1.096
12 H 0.73402 0.91379 -1.27686  C5 1.095
13 H 1.35006 -0.60736 -1.23883  C5 1.088
14 H -1.34338 0.08633 -2.40697  C6 1.130



[3]
Computed, not measured: C9H10FNO in the gas phase, with wB97M-V/def2-TZVPD.

Values from the calculation:
2S+1 = 1
Energy above the lowest of the compared OMol25 structures with the same formula, charge and spin = 20.5 kJ/mol
Structure (SMILES) = C=C(C)Oc1ncccc1CF
Calculated total energy = -578.72277 Ha

Each atom is followed by the atoms it is bonded to, with distances in Å.
CARTESIAN COORDINATES (ANGSTROEM)
1 C -1.90820 -0.34440 1.10018  C2 1.324, H13 1.104, H14 1.111
2 C -1.92959 -0.27948 -0.22221  C1 1.324, C3 1.470, O4 1.356
3 C -3.10000 0.07316 -1.03825  C2 1.470, H15 1.131, H16 1.141, H17 1.048
4 O -0.78119 -0.37542 -0.93734  C2 1.356, C5 1.327
5 C 0.46123 -0.62927 -0.54584  O4 1.327, N6 1.303, C10 1.449
6 N 0.92186 -1.84020 -0.40430  C5 1.303, C7 1.323
7 C 2.15104 -2.04140 0.04166  N6 1.323, C8 1.336, H18 1.023
8 C 2.96118 -1.06654 0.46449  C7 1.336, C9 1.453, H19 1.064
9 C 2.50584 0.31275 0.42936  C8 1.453, C10 1.359, H20 1.106
10 C 1.24556 0.48300 -0.04919  C5 1.449, C9 1.359, C11 1.547
11 C 0.68970 1.92624 -0.04194  C10 1.547, F12 1.344, H21 1.192, H22 1.085
12 F -0.59592 2.21002 -0.31036  C11 1.344
13 H -2.73939 -0.03792 1.75909  C1 1.104
14 H -0.97859 -0.75209 1.55271  C1 1.111
15 H -3.01627 0.95265 -1.74422  C3 1.131
16 H -3.93818 0.29345 -0.29613  C3 1.141
17 H -3.43120 -0.70454 -1.65860  C3 1.048
18 H 2.45938 -3.00550 -0.10623  C7 1.023
19 H 3.82830 -1.37808 0.99722  C8 1.064
20 H 3.02321 1.13780 0.95415  C9 1.106
21 H 1.03271 2.56685 0.90245  C11 1.192
22 H 1.13853 2.49893 -0.84670  C11 1.085



[4]
Computed, not measured: C27H30F6N2O3 in the gas phase, with wB97M-V/def2-TZVPD.

Values from the calculation:
2S+1 = 1
Energy above the lowest of the compared OMol25 structures with the same formula, charge and spin = 13.7 kJ/mol
Structure (SMILES) = CC(C)C[C@H](COCc1ccc(C(F)(F)F)cc1)N1CCN(C(=O)c2ccc(C(F)(F)F)cc2)CCC1=O
Calculated total energy = -1981.37468 Ha

Each atom is followed by the atoms it is bonded to, with distances in Å.
CARTESIAN COORDINATES (ANGSTROEM)
1 C -3.94966 3.46000 -0.26786  C2 1.527, H39 1.087, H40 1.087, H41 1.088
2 C -2.82982 4.19621 0.46364  C1 1.527, C3 1.527, C4 1.536, H42 1.097
3 C -2.98390 4.06151 1.97678  C2 1.527, H43 1.087, H44 1.088, H45 1.087
4 C -1.44450 3.73656 -0.01378  C2 1.536, C5 1.540, H46 1.092, H47 1.091
5 C -1.12802 2.25675 0.27070  C4 1.540, C6 1.534, N19 1.456, H48 1.094
6 C 0.10459 2.08966 1.16824  C5 1.534, O7 1.418, H49 1.100, H50 1.097
7 O 1.18301 2.88503 0.70475  C6 1.418, C8 1.414
8 C 2.30900 2.86253 1.56006  O7 1.414, C9 1.509, H51 1.094, H52 1.100
9 C 3.01461 1.52881 1.51781  C8 1.509, C10 1.391, C18 1.388
10 C 3.79477 1.20493 0.41277  C9 1.391, C11 1.381, H53 1.080
11 C 4.33733 -0.05800 0.28285  C10 1.381, C12 1.389, H54 1.080
12 C 4.09994 -1.00754 1.26845  C11 1.389, C13 1.499, C17 1.385
13 C 4.62595 -2.39520 1.05649  C12 1.499, F14 1.351, F15 1.338, F16 1.348
14 F 4.01029 -3.01607 0.02706  C13 1.351
15 F 4.48274 -3.19805 2.11677  C13 1.338
16 F 5.93821 -2.40675 0.74755  C13 1.348
17 C 3.35340 -0.68907 2.39120  C12 1.385, C18 1.383, H55 1.078
18 C 2.81573 0.57942 2.51016  C9 1.388, C17 1.383, H56 1.080
19 N -1.02083 1.49320 -0.96454  C5 1.456, C20 1.442, C37 1.350
20 C 0.10067 1.72834 -1.84055  N19 1.442, C21 1.540, H57 1.089, H58 1.095
21 C 1.11872 0.57697 -1.74440  C20 1.540, N22 1.446, H59 1.095, H60 1.091
22 N 0.46201 -0.70696 -1.64203  C21 1.446, C23 1.354, C35 1.444
23 C 0.52401 -1.39343 -0.47699  N22 1.354, O24 1.219, C25 1.500
24 O 1.16544 -1.00335 0.48285  C23 1.219
25 C -0.17605 -2.71935 -0.43952  C23 1.500, C26 1.391, C34 1.391
26 C -1.52499 -2.82070 -0.11622  C25 1.391, C27 1.383, H61 1.079
27 C -2.11705 -4.06686 -0.02037  C26 1.383, C28 1.389, H62 1.079
28 C -1.35767 -5.20974 -0.23818  C27 1.389, C29 1.502, C33 1.388
29 C -2.03177 -6.55000 -0.16796  C28 1.502, F30 1.340, F31 1.351, F32 1.343
30 F -1.17369 -7.57326 -0.05898  C29 1.340
31 F -2.76884 -6.79689 -1.27261  C29 1.351
32 F -2.87994 -6.65006 0.86853  C29 1.343
33 C -0.00691 -5.11540 -0.54404  C28 1.388, C34 1.383, H63 1.079
34 C 0.58304 -3.86807 -0.63678  C25 1.391, C33 1.383, H64 1.079
35 C -0.47624 -1.01430 -2.69576  N22 1.444, C36 1.545, H65 1.094, H66 1.091
36 C -1.79063 -0.21719 -2.54109  C35 1.545, C37 1.528, H67 1.090, H68 1.091
37 C -1.90031 0.49491 -1.19400  N19 1.350, C36 1.528, O38 1.219
38 O -2.77428 0.19163 -0.39987  C37 1.219
39 H -3.90893 2.39029 -0.08077  C1 1.087
40 H -4.91861 3.82536 0.06394  C1 1.087
41 H -3.87397 3.62201 -1.34138  C1 1.088
42 H -2.90676 5.26178 0.21423  C2 1.097
43 H -3.91946 4.51258 2.29897  C3 1.087
44 H -2.16752 4.56471 2.49046  C3 1.088
45 H -2.99410 3.01764 2.27955  C3 1.087
46 H -1.38106 3.91203 -1.08936  C4 1.092
47 H -0.68172 4.35568 0.45956  C4 1.091
48 H -1.96103 1.79176 0.80534  C5 1.094
49 H -0.16727 2.41271 2.18443  C6 1.100
50 H 0.39370 1.03193 1.21062  C6 1.097
51 H 2.96334 3.65490 1.18616  C8 1.094
52 H 2.00385 3.10165 2.58930  C8 1.100
53 H 3.95874 1.94428 -0.35760  C10 1.080
54 H 4.92813 -0.31762 -0.58288  C11 1.080
55 H 3.17256 -1.43321 3.15040  C17 1.078
56 H 2.21657 0.82266 3.37476  C18 1.080
57 H 0.58534 2.65251 -1.52786  C20 1.089
58 H -0.24530 1.84284 -2.87283  C20 1.095
59 H 1.76872 0.58088 -2.62553  C21 1.095
60 H 1.73000 0.69135 -0.84859  C21 1.091
61 H -2.11403 -1.93345 0.05903  C26 1.079
62 H -3.16374 -4.15472 0.22738  C27 1.079
63 H 0.57777 -6.00860 -0.70001  C33 1.079
64 H 1.63575 -3.78223 -0.85810  C34 1.079
65 H 0.00420 -0.78069 -3.65059  C35 1.094
66 H -0.68415 -2.08490 -2.67356  C35 1.091
67 H -2.64524 -0.89106 -2.60322  C36 1.090
68 H -1.89410 0.52668 -3.33298  C36 1.091



| no. | gap between HOMO and LUMO (eV) |
| --- | --- |
| 1 | 7.66 |
| 2 | 10.93 |
| 3 | 9.75 |
| 4 | 9.95 |